{"formula": "C7H9Cl2N4", "method": "ωB97M-V/def2-TZVPD", "multiplicity": 3, "charge": 1, "fmax_ev_per_a": 4.8, "lumo_ev": [-3.27, -6.94], "elements": ["C", "C", "C", "C", "C", "C", "C", "N", "N", "N", "N", "Cl", "Cl", "H", "H", "H", "H", "H", "H", "H", "H", "H"], "xyz": [[-3.409247, -0.680462, 0.218353], [-2.153316, -1.343036, 0.586388], [-3.304385, 0.672517, -0.174479], [-1.051913, 0.637795, 0.205900], [1.591954, -0.980997, 0.557367], [1.346234, 0.024455, -0.616027], [0.328279, 1.202867, -0.024545], [-1.049711, -0.667753, 0.576765], [-2.092498, 1.259090, -0.131118], [2.818384, -1.148699, 0.793600], [2.684716, 0.515931, -1.083461], [0.400082, 2.486698, -1.246415], [0.932680, 1.845215, 1.522915], [-4.310174, -1.206311, 0.401153], [-1.978142, -2.433540, 0.737776], [-4.148367, 1.362099, -0.283345], [0.677374, -1.270756, 1.128033], [0.783107, -0.332205, -1.498340], [3.109550, -1.606579, 1.592989], [3.218493, -0.028905, -0.322386], [2.700272, 1.479784, -0.879413], [2.906623, 0.212784, -2.061707]], "forces_ev_per_angstrom": [[3.13, -3.29, 1.51], [-3.67, 0.29, -0.52], [-0.17, 2.66, -0.63], [2.17, 1.27, -0.69], [0.39, 0.64, -0.28], [-2.43, 0.21, 0.55], [1.57, -0.59, -0.83], [1.09, -0.56, 0.23], [-1.59, -0.48, -0.47], [-0.81, 1.48, -2.00], [-1.21, -2.22, 0.44], [-0.38, 0.09, 0.09], [0.26, -0.11, 0.05], [-0.82, -0.23, -0.29], [-0.96, 0.78, -0.08], [0.19, -0.54, 0.31], [1.10, -0.09, -0.50], [0.29, -0.29, 0.66], [0.45, -1.45, 1.96], [0.99, -0.17, -0.32], [0.56, 1.81, -0.41], [-0.15, 0.77, 1.21]]}

---

{"formula": "C7H9ClN2", "method": "ωB97M-V/def2-TZVPD", "multiplicity": 1, "relative_energy_ev": 4.8888, "fmax_ev_per_a": 3.6, "lumo_ev": [-0.56, -0.89], "elements": ["C", "C", "C", "C", "C", "C", "C", "N", "N", "Cl", "H", "H", "H", "H", "H", "H", "H", "H", "H"], "xyz": [[-3.264976, -0.808012, 0.152728], [-2.554350, -0.508262, -0.998295], [-2.590435, -0.656954, 1.448033], [-1.222537, -0.139846, -0.988155], [-1.243439, -0.299885, 1.410275], [-0.538571, -0.082092, 0.246500], [1.524197, 1.040573, -0.512421], [1.962528, -1.726563, 0.705487], [0.752499, 0.385793, 0.470167], [3.470055, -1.417691, -0.075942], [-4.385099, -0.924549, 0.138677], [-3.157409, -0.634794, -1.923303], [-3.028194, -0.870571, 2.380601], [-0.734619, 0.013776, -1.908984], [-0.629763, -0.471036, 2.331003], [1.197727, 1.009855, -1.606563], [1.605652, 2.043172, -0.152874], [2.669576, 0.805137, -0.493378], [2.096265, -1.472738, 1.706251]], "forces_ev_per_angstrom": [[-0.25, 1.21, 2.95], [-1.26, -0.61, -0.70], [0.57, 0.02, -3.57], [-0.26, -0.52, 0.96], [-0.64, -2.04, 2.29], [1.08, 1.58, -1.23], [1.49, -0.40, -1.71], [0.42, 0.23, -0.17], [-0.06, -1.15, 0.16], [-0.72, -0.41, 0.82], [1.44, -0.29, -0.13], [0.92, 0.35, 0.41], [-0.76, -0.22, 0.80], [0.61, 0.32, -0.84], [-0.65, 0.86, -0.75], [0.24, 0.04, 1.40], [-0.35, 1.22, -0.08], [-2.10, -0.26, 0.09], [0.28, 0.08, -0.70]]}

---

{"formula": "C7H9ClN2O4S", "method": "ωB97M-V/def2-TZVPD", "multiplicity": 1, "smiles": "Cc1c(S(=O)(=O)Cl)c(=O)n(C)c(=O)n1C", "relative_energy_ev": 0.0783, "fmax_ev_per_a": 5.0, "lumo_ev": -0.02, "elements": ["C", "C", "C", "C", "C", "C", "C", "N", "N", "O", "O", "O", "O", "S", "Cl", "H", "H", "H", "H", "H", "H", "H", "H", "H"], "xyz": [[-0.729509, -0.583191, -0.680446], [-0.688248, -0.332545, 0.664484], [0.294377, -0.072749, -1.601324], [1.281425, 0.999761, 0.317799], [-1.707543, -0.982666, 1.624794], [2.193469, 1.522224, -1.851786], [0.622431, 0.460407, 2.573107], [1.167499, 0.848543, -1.001927], [0.402080, 0.243431, 1.167187], [2.164961, 1.678549, 0.805565], [0.471632, -0.380707, -2.756041], [-3.072092, -1.790526, -0.891247], [-1.254262, -2.804965, -2.185139], [-1.826584, -1.602752, -1.637535], [-2.386518, -0.373701, -3.121028], [-1.135024, -1.512008, 2.339717], [-2.543613, -1.453450, 1.020027], [-2.213759, -0.220115, 2.266271], [1.864488, 2.480880, -2.073026], [3.128343, 1.441415, -1.337115], [2.072119, 0.906001, -2.739652], [1.220505, -0.356851, 3.082806], [-0.434024, 0.533379, 3.215823], [1.107847, 1.351636, 2.798687]], "forces_ev_per_angstrom": [[0.34, 0.05, -1.92], [-1.78, -2.45, -0.01], [0.89, 0.09, 0.71], [1.03, 0.00, 1.67], [-1.17, 2.04, -1.31], [-1.31, -2.84, 0.23], [-3.06, -2.07, 3.36], [-0.19, 0.20, -0.84], [0.85, 1.93, -0.23], [-0.47, -0.05, 0.22], [-0.51, -0.19, -0.01], [1.46, 0.40, -0.56], [0.33, 1.46, 0.34], [-2.54, -1.69, 1.58], [-0.05, 0.23, -0.43], [0.25, -1.40, 0.45], [1.47, 0.01, 1.06], [0.41, -0.12, -0.69], [-0.25, 1.96, -0.14], [0.52, 0.20, -0.08], [0.88, 0.28, -0.32], [-0.70, 0.68, -0.90], [2.70, -0.30, -1.97], [0.89, 1.56, -0.23]]}

---

{"formula": "C7H9ClN3O2P", "method": "ωB97M-V/def2-TZVPD", "multiplicity": 1, "fmax_ev_per_a": 4.2, "lumo_ev": -0.84, "elements": ["C", "C", "C", "C", "C", "C", "C", "N", "N", "N", "O", "O", "P", "Cl", "H", "H", "H", "H", "H", "H", "H", "H", "H"], "xyz": [[1.107892, -1.065426, -0.130399], [2.560612, -0.831022, -0.026660], [0.597717, 0.157619, 0.202309], [2.943209, 0.489580, 0.058446], [-2.235094, -0.485724, -0.002865], [-2.145788, 1.748872, -0.320765], [-3.485024, 1.417112, 0.388345], [-1.487582, 0.500949, -0.418673], [0.456740, -2.240302, -0.143164], [3.439680, -1.860655, 0.041488], [-2.026545, -1.666439, 0.136689], [-3.502284, -0.050880, 0.381293], [1.503572, 1.595516, -0.277060], [4.633727, 0.932829, 0.209685], [-2.224739, 2.214755, -1.408057], [-1.522853, 2.603265, 0.307547], [-3.619279, 1.827321, 1.380922], [-4.431219, 1.894847, -0.178416], [0.858012, -3.084603, -0.564048], [-0.528214, -2.300106, -0.104690], [3.297197, -2.502170, -0.708090], [4.385442, -1.609038, 0.259302], [1.424816, 2.313697, 0.916861]], "forces_ev_per_angstrom": [[-0.85, 0.62, 1.29], [0.95, 1.48, -0.05], [-3.68, 0.41, -1.09], [-0.67, -0.48, -0.64], [-2.12, -0.26, 1.36], [1.07, 3.65, -0.32], [-1.91, 0.34, -2.10], [4.17, -0.40, 0.18], [3.00, -1.46, -1.24], [-0.24, -0.83, 0.37], [0.05, -0.94, -0.17], [-0.02, 1.76, -0.13], [0.77, -0.10, -0.22], [-0.94, -0.08, 0.02], [-0.25, -0.80, 2.20], [-1.37, -2.19, -1.39], [0.51, -0.36, 0.45], [2.08, -1.50, 0.84], [0.32, 0.85, 0.47], [-1.77, 0.85, 0.14], [0.43, -0.72, -0.20], [0.27, -0.04, -0.27], [0.20, 0.20, 0.50]]}

---

{"formula": "C7H9ClNPS", "method": "ωB97M-V/def2-TZVPD", "multiplicity": 1, "smiles": "CN=P(=S)c1ccccc1.Cl", "relative_energy_ev": 1.4929, "fmax_ev_per_a": 5.1, "lumo_ev": -0.53, "elements": ["C", "C", "C", "C", "C", "C", "C", "N", "P", "S", "Cl", "H", "H", "H", "H", "H", "H", "H", "H", "H"], "xyz": [[-2.076404, 1.255608, 1.931331], [-0.875423, 2.007767, 1.753111], [-2.255829, 0.117358, 1.168540], [0.053816, 1.629412, 0.872886], [-1.298391, -0.378295, 0.379875], [-0.212594, 0.470706, 0.068507], [1.160810, -1.612158, -3.244516], [0.412683, -1.118837, -2.133914], [0.991259, 0.007873, -1.218345], [2.499357, 1.229176, -1.336460], [2.450724, -1.035629, 2.753034], [-2.910263, 1.506517, 2.532672], [-0.625709, 2.811090, 2.561057], [-3.090413, -0.476919, 1.423789], [0.925347, 2.306027, 0.744462], [-1.467491, -1.285804, 0.016227], [0.428725, -2.133936, -4.033513], [1.798903, -0.731803, -3.759140], [1.876911, -2.349693, -2.881603], [2.213983, -2.218459, 2.402002]], "forces_ev_per_angstrom": [[1.39, 0.52, -1.56], [-2.26, 1.15, 4.42], [-0.80, 0.89, 2.49], [1.08, -0.65, -2.48], [2.34, 3.90, -0.53], [1.02, -0.50, 0.49], [0.24, 0.65, -2.78], [0.22, 1.04, 1.40], [-0.66, 0.72, 0.04], [-0.52, -0.95, -0.20], [0.12, 0.74, 0.18], [-0.22, 0.70, 0.94], [-0.61, -1.18, -1.91], [-0.99, -0.61, -0.09], [-0.49, -1.07, -0.19], [-0.07, -3.61, -2.13], [1.71, 1.25, 1.68], [-1.40, -2.06, 0.76], [0.04, -0.19, -0.31], [-0.14, -0.73, -0.21]]}

---

{"formula": "C7H9ClO2S", "method": "ωB97M-V/def2-TZVPD", "multiplicity": 1, "relative_energy_ev": 2.1978, "fmax_ev_per_a": 3.9, "lumo_ev": [-1.29, -1.29], "elements": ["C", "C", "C", "C", "C", "C", "C", "O", "O", "S", "Cl", "H", "H", "H", "H", "H", "H", "H", "H", "H"], "xyz": [[1.051703, -1.660678, -1.102162], [2.228453, -1.136336, -1.250852], [-0.614775, 1.142799, 0.035833], [-0.075109, 0.730321, 1.516842], [-0.993686, -0.260942, -0.535686], [0.431305, -0.635544, 1.292168], [0.008403, -1.234262, -0.031547], [3.936675, -0.787685, 0.676350], [2.951904, 1.353565, -0.241717], [2.808029, -0.061767, 0.156102], [-0.856020, -2.782395, 0.355315], [0.539070, -2.294935, -1.829826], [2.912054, -1.517581, -1.982826], [-1.410745, 1.940418, 0.276796], [0.267150, 1.388181, -0.487682], [0.793846, 1.323583, 1.876389], [-0.718086, 0.921847, 2.368086], [-1.990648, -0.491682, -0.155959], [-0.990531, -0.128236, -1.606871], [0.835681, -1.168113, 2.108752]], "forces_ev_per_angstrom": [[-2.20, 0.58, 0.38], [0.85, 0.52, 0.96], [-0.66, -0.89, 3.77], [0.86, 0.95, -1.46], [-1.63, 2.62, -0.15], [2.18, 1.05, -1.78], [0.66, -0.87, 1.15], [0.50, 0.12, 0.37], [-0.27, -1.72, 0.44], [-2.14, 0.08, -0.58], [-0.08, -0.41, 0.19], [0.58, -0.08, 0.13], [0.49, 0.35, -0.30], [1.19, -1.28, -1.49], [0.72, 1.45, -0.67], [-0.25, 0.05, -0.63], [-0.90, -0.65, -0.07], [0.05, -0.30, -0.33], [-0.28, -0.56, -0.43], [0.34, -1.03, 0.49]]}